The following is a quantum chemistry calculation of a 10-piece molecular cluster, C28H59O44P2S9 overall, from OMol25.

HOMO (eV): -4.80
Gap between HOMO and LUMO (eV): 6.01
Energy (hartree): -8679.00030
Charge: -1

Atoms and positions in Å:
C: 0.28 6.53 -0.91
C: -1.04 6.28 -0.48
C: -2.21 5.82 -1.45
C: -2.13 4.30 -1.93
O: -2.90 3.61 -0.89
P: -2.70 1.92 -1.25
O: -2.92 0.24 -1.71
C: -1.64 1.50 0.32
O: -1.86 0.08 0.63
C: -1.22 -0.24 1.87
C: 0.32 -0.71 1.69
O: 1.02 -0.16 2.84
C: 2.43 0.00 2.56
C: 3.18 -1.27 3.23
O: -1.11 2.11 -2.02
C: -0.72 3.53 -1.92
P: 0.44 3.67 -3.39
O: 1.28 4.95 -3.44
O: -0.36 3.54 -4.89
O: 1.55 2.36 -3.36
H: 1.12 6.26 -0.19
H: 0.50 6.93 -1.95
H: -1.27 6.47 0.62
H: -2.36 6.53 -2.35
H: -3.18 5.92 -0.85
H: -2.56 4.31 -2.98
H: -3.94 1.73 -0.50
H: -3.47 2.21 -2.43
H: -2.12 -0.01 -2.22
H: -1.94 2.19 1.18
H: -0.52 1.58 0.09
H: -1.19 0.68 2.54
H: -1.75 -1.05 2.47
H: 0.41 -1.85 1.69
H: 0.72 -0.33 0.70
H: 2.75 0.96 3.11
H: 2.68 0.13 1.46
H: 3.14 -2.10 2.47
H: 2.59 -1.56 4.17
H: 4.24 -1.04 3.56
H: -0.13 3.63 -0.95
H: -0.21 2.62 -5.22
H: 1.27 1.71 -2.68
C: 6.28 -3.36 7.22
C: 6.30 -1.89 6.85
O: 5.13 -1.69 6.06
S: 3.96 -2.69 6.56
O: 3.10 -1.97 7.45
O: 3.48 -3.43 5.44
O: 4.90 -3.67 7.45
H: 6.63 -3.98 6.39
H: 6.87 -3.58 8.10
H: 7.19 -1.61 6.30
H: 6.21 -1.26 7.74
C: -1.72 -4.52 -1.64
C: -2.04 -4.35 -0.16
O: -0.94 -4.94 0.52
S: 0.41 -4.75 -0.36
O: 1.12 -3.61 0.15
O: 1.03 -6.03 -0.54
O: -0.31 -4.32 -1.75
H: -1.94 -5.54 -1.97
H: -2.26 -3.80 -2.26
H: -2.98 -4.83 0.12
H: -2.08 -3.29 0.11
C: 9.86 -5.69 4.87
C: 11.27 -5.12 4.90
O: 11.10 -3.73 4.62
S: 9.68 -3.23 5.22
O: 9.92 -2.63 6.50
O: 8.95 -2.58 4.18
O: 9.03 -4.70 5.47
H: 9.52 -5.85 3.84
H: 9.79 -6.63 5.42
H: 11.93 -5.58 4.17
H: 11.71 -5.21 5.90
C: 0.52 -9.05 -4.03
C: 0.57 -7.57 -4.40
O: -0.60 -7.36 -5.20
S: -1.78 -8.34 -4.70
O: -2.64 -7.60 -3.82
O: -2.27 -9.07 -5.83
O: -0.87 -9.33 -3.80
H: 0.86 -9.67 -4.85
H: 1.10 -9.27 -3.13
H: 1.47 -7.31 -4.95
H: 0.48 -6.94 -3.51
C: -6.29 8.35 0.34
C: -6.71 7.85 1.71
O: -5.52 7.30 2.28
S: -4.24 8.13 1.74
O: -3.88 9.11 2.73
O: -3.29 7.21 1.19
O: -4.98 8.89 0.52
H: -6.22 7.52 -0.38
H: -6.97 9.10 -0.05
H: -7.49 7.09 1.66
H: -7.04 8.67 2.35
C: 7.11 -7.49 10.87
C: 6.52 -6.65 9.75
O: 7.64 -6.14 9.04
S: 8.85 -7.23 9.10
O: 8.82 -8.00 7.89
O: 10.03 -6.57 9.58
O: 8.24 -8.14 10.29
H: 7.46 -6.87 11.69
H: 6.40 -8.23 11.25
H: 5.90 -5.84 10.13
H: 5.93 -7.26 9.06
C: -9.46 11.51 -2.12
C: -9.88 10.79 -3.39
O: -9.70 9.40 -3.10
S: -9.98 9.14 -1.53
O: -11.33 8.68 -1.38
O: -8.86 8.46 -0.98
O: -9.93 10.69 -1.05
H: -8.37 11.58 -2.05
H: -9.89 12.51 -2.05
H: -9.29 11.09 -4.25
H: -10.94 10.95 -3.61
C: -6.00 -6.40 -6.35
C: -4.59 -5.85 -6.32
O: -4.73 -4.46 -6.61
S: -6.15 -3.93 -6.02
O: -5.92 -3.32 -4.75
O: -6.87 -3.28 -7.08
O: -6.82 -5.39 -5.77
H: -6.34 -6.56 -7.38
H: -6.10 -7.33 -5.80
H: -3.94 -6.33 -7.05
H: -4.15 -5.94 -5.32
C: 1.08 4.77 -7.55
C: 0.01 5.81 -7.32
O: 0.17 6.75 -8.39
S: 0.71 5.96 -9.71
O: -0.42 5.67 -10.55
O: 1.88 6.62 -10.18
O: 1.15 4.59 -8.96
H: 2.06 5.12 -7.20
H: 0.85 3.83 -7.05
H: 0.11 6.31 -6.36
H: -0.99 5.38 -7.40

---

The following is a quantum chemistry calculation of C28H60Br3FIN4O11P2S as an isolated structure, from OMol25.

HOMO (eV): -11.44
Gap between HOMO and LUMO (eV): 7.77
Energy (hartree): -11349.63308
Charge: +1

Atoms and positions in Å:
C: -0.20 2.75 2.87
C: 0.53 2.65 1.48
C: -0.48 2.46 0.31
C: -0.12 1.49 -0.86
C: -1.49 1.42 -1.67
O: -1.72 0.60 -2.49
N: -2.60 2.34 -1.37
C: -3.84 1.68 -1.48
O: -4.60 1.95 -2.29
F: -4.03 0.71 -0.59
C: 0.04 -0.03 -0.45
I: -0.86 -0.50 1.50
N: 1.43 -0.59 -0.64
C: 1.68 -1.83 0.11
O: 2.29 -1.46 1.34
C: 2.78 -2.61 2.03
O: 2.67 -2.32 3.41
C: 3.89 -1.82 3.94
C: 3.75 -1.49 5.44
O: 3.90 -2.62 6.29
C: 1.92 -0.54 -2.07
C: 0.97 -1.29 -3.08
Br: 1.83 -1.99 -4.72
C: 0.12 -2.55 -2.61
C: -1.27 -2.42 -3.37
Br: 0.79 -4.31 -3.22
P: 3.68 -1.29 -2.20
N: 4.52 -1.07 -0.87
O: 4.58 -0.80 -3.42
O: 3.61 -2.92 -2.32
C: 2.04 1.00 -2.50
O: 3.37 1.38 -2.05
C: 2.19 1.22 -4.03
C: 3.02 2.50 -4.44
N: 2.96 2.49 -5.93
C: 1.03 2.03 -1.85
Br: -0.04 3.09 -3.21
P: 2.04 3.56 -1.16
S: 1.12 5.29 -1.20
H: -0.49 3.80 3.03
H: 0.41 2.34 3.69
H: -1.13 2.16 2.87
H: 1.19 1.76 1.56
H: 1.09 3.59 1.38
H: -1.45 2.23 0.78
H: -0.69 3.44 -0.16
H: -2.64 3.09 -2.06
H: -0.63 -0.68 -1.02
H: 2.02 0.12 -0.16
H: 0.80 -2.48 0.26
H: 2.41 -2.54 -0.33
H: 2.19 -3.52 1.86
H: 3.86 -2.75 1.83
H: 4.69 -2.60 3.87
H: 4.24 -0.89 3.45
H: 4.49 -0.72 5.76
H: 2.75 -1.07 5.65
H: 4.47 -3.28 5.88
H: 0.26 -0.55 -3.48
H: -0.16 -2.62 -1.55
H: -1.99 -1.83 -2.79
H: -1.12 -2.05 -4.40
H: -1.67 -3.44 -3.42
H: 4.01 -0.52 -0.19
H: 5.34 -0.29 -3.10
H: 4.53 -3.24 -2.41
H: 3.50 1.25 -1.10
H: 2.84 0.47 -4.52
H: 1.26 1.13 -4.61
H: 2.57 3.45 -4.11
H: 4.08 2.39 -4.19
H: 3.82 2.89 -6.30
H: 2.16 3.04 -6.20
H: 3.14 3.83 -2.02
H: 2.62 3.26 0.09
C: 1.71 -4.69 8.23
C: 0.34 -4.59 7.57
C: 0.27 -5.48 6.33
O: 0.09 -3.24 7.20
H: 2.49 -4.35 7.55
H: 1.75 -4.04 9.11
H: 1.93 -5.71 8.54
H: -0.43 -4.89 8.28
H: 1.01 -5.17 5.59
H: -0.71 -5.39 5.86
H: 0.44 -6.53 6.58
H: 0.77 -2.97 6.58
C: -6.05 1.76 4.38
C: -4.85 2.64 4.07
C: -4.92 3.20 2.66
O: -3.65 1.88 4.23
H: -6.09 0.90 3.70
H: -5.98 1.36 5.39
H: -6.98 2.32 4.29
H: -4.80 3.46 4.79
H: -4.92 2.39 1.92
H: -4.05 3.82 2.45
H: -5.82 3.80 2.52
H: -3.68 1.15 3.60
C: -5.63 0.81 -6.45
C: -4.36 1.61 -6.71
C: -3.16 0.70 -6.87
O: -4.13 2.51 -5.63
H: -5.54 0.23 -5.52
H: -6.48 1.48 -6.32
H: -5.84 0.12 -7.27
H: -4.49 2.21 -7.61
H: -2.98 0.11 -5.96
H: -2.25 1.28 -7.05
H: -3.29 0.00 -7.71
H: -4.02 1.99 -4.82

---

The following is a quantum chemistry calculation of a 12-piece molecular cluster, C28H61N4O30 overall, from OMol25.

HOMO (eV): -2.90
Energy above the lowest of the compared OMol25 structures with the same formula, charge and spin (kJ/mol): 358.09
Gap between HOMO and LUMO (eV): 4.66
Energy (hartree): -3579.21679
Charge: -1

Atoms and positions in Å:
C: -10.21 -0.84 17.88
C: -10.94 0.48 17.41
C: -10.16 1.22 16.26
O: -12.24 0.18 17.06
H: -10.06 -1.55 17.07
H: -10.80 -1.39 18.61
H: -9.20 -0.54 18.14
H: -10.95 1.08 18.31
H: -10.66 2.14 15.94
H: -10.00 0.60 15.38
H: -9.13 1.43 16.53
C: -6.19 -0.62 20.65
O: -6.66 -0.17 19.38
C: -5.93 -0.48 18.24
O: -4.83 -1.07 18.19
O: -6.65 -0.23 17.16
C: -6.36 -0.81 15.94
H: -5.12 -0.51 20.82
H: -6.46 -1.67 20.68
H: -6.66 0.05 21.37
H: -5.29 -0.91 15.78
H: -6.67 -0.24 15.06
H: -6.70 -1.82 15.72
C: -5.72 2.44 14.77
O: -7.12 2.57 14.60
C: -7.73 2.17 13.48
O: -7.16 1.72 12.48
O: -9.03 2.42 13.66
C: -9.82 1.96 12.63
H: -5.44 1.44 14.44
H: -5.50 2.62 15.83
H: -5.29 3.27 14.21
H: -10.88 2.23 12.65
H: -9.79 0.87 12.56
H: -9.50 2.32 11.65
C: -10.94 -2.01 14.17
O: -11.32 -1.30 12.95
C: -12.56 -0.82 12.76
O: -13.39 -0.80 13.70
O: -12.75 -0.59 11.48
C: -14.01 -0.03 11.03
H: -11.76 -2.65 14.48
H: -10.89 -1.33 15.02
H: -9.95 -2.48 14.14
H: -14.14 0.91 11.55
H: -14.80 -0.78 11.09
H: -13.94 0.21 9.97
C: -8.92 0.37 24.78
O: -9.74 -0.21 23.70
C: -9.14 -1.00 22.79
O: -7.99 -1.38 22.77
O: -10.12 -1.38 21.98
C: -10.00 -2.60 21.31
H: -7.91 -0.03 24.80
H: -9.49 0.46 25.70
H: -8.85 1.40 24.44
H: -10.84 -2.73 20.62
H: -9.92 -3.41 22.03
H: -9.07 -2.53 20.74
C: -15.96 -3.30 13.68
O: -14.97 -3.95 14.56
C: -14.46 -3.24 15.58
O: -14.82 -2.10 15.90
O: -13.45 -3.96 16.12
C: -12.76 -3.26 17.21
H: -16.23 -3.96 12.86
H: -15.48 -2.43 13.23
H: -16.86 -2.93 14.17
H: -11.94 -3.91 17.52
H: -13.33 -2.99 18.10
H: -12.33 -2.40 16.69
C: -14.26 2.98 20.80
O: -13.26 3.27 19.84
C: -13.65 3.41 18.60
O: -14.68 3.03 18.01
O: -12.68 4.06 17.99
C: -12.84 4.67 16.75
H: -15.28 3.06 20.44
H: -14.29 3.66 21.66
H: -14.21 1.96 21.19
H: -13.78 5.15 16.50
H: -12.48 3.96 16.00
H: -12.04 5.41 16.82
C: -13.06 -0.62 20.57
O: -14.44 -0.84 20.82
C: -15.32 -0.56 19.82
O: -15.11 -0.42 18.62
O: -16.65 -0.49 20.30
C: -16.96 -0.64 21.65
H: -12.52 -0.68 21.51
H: -12.92 0.39 20.17
H: -12.74 -1.44 19.92
H: -16.58 0.12 22.33
H: -16.59 -1.58 22.07
H: -18.03 -0.80 21.67
C: -8.80 4.35 17.71
N: -7.89 3.30 18.22
O: -8.25 2.63 19.17
O: -6.77 3.15 17.66
H: -8.78 4.28 16.63
H: -8.47 5.32 18.07
H: -9.86 4.23 17.96
C: -8.49 -3.81 18.31
N: -8.45 -3.92 16.82
O: -7.34 -4.20 16.33
O: -9.45 -3.71 16.18
H: -7.99 -2.88 18.57
H: -7.86 -4.61 18.69
H: -9.53 -3.95 18.58
C: -10.42 5.75 14.49
N: -10.73 6.38 13.18
O: -10.19 5.92 12.16
O: -11.52 7.32 13.19
H: -10.83 4.74 14.48
H: -10.86 6.46 15.18
H: -9.33 5.72 14.52
C: -10.61 2.41 21.56
N: -9.53 3.54 21.62
O: -9.82 4.59 21.01
O: -8.53 3.41 22.34
H: -10.47 1.75 22.42
H: -10.41 1.88 20.64
H: -11.58 2.91 21.61

---

The following is a quantum chemistry calculation of a 3-piece molecular cluster, C28H61N4O6 overall, from OMol25.

HOMO (eV): -10.75
Gap between HOMO and LUMO (eV): 7.82
Energy (hartree): -1773.47137
Charge: +1

Atoms and positions in Å:
C: -5.87 2.96 -6.73
C: -4.80 1.91 -6.30
C: -3.50 2.20 -7.15
C: -2.21 1.85 -6.33
C: -1.61 0.50 -6.84
C: -2.00 -0.68 -5.88
C: -0.70 -1.50 -5.53
C: -0.06 -0.82 -4.28
C: 1.34 -1.53 -4.02
C: 1.14 -2.53 -2.84
C: 2.46 -2.92 -2.12
C: 3.28 -1.68 -1.61
C: 3.50 -1.83 -0.06
C: 4.77 -2.70 0.16
C: 5.19 -2.75 1.67
C: 5.31 -1.38 2.31
N: 4.29 -0.77 2.89
C: 4.72 0.44 3.40
N: 4.00 1.33 4.06
O: 2.67 1.17 4.30
C: 2.40 0.07 5.21
C: 1.13 0.29 6.10
C: 0.86 1.75 6.49
O: 1.35 -0.46 7.31
N: 6.01 0.48 3.07
N: 6.42 -0.59 2.38
H: -5.46 3.97 -6.53
H: -6.02 2.86 -7.82
H: -6.82 2.82 -6.19
H: -5.13 0.88 -6.57
H: -4.59 1.99 -5.22
H: -3.59 1.57 -8.05
H: -3.50 3.25 -7.50
H: -2.42 1.79 -5.24
H: -1.42 2.62 -6.48
H: -0.50 0.60 -6.86
H: -1.93 0.23 -7.86
H: -2.44 -0.33 -4.93
H: -2.71 -1.39 -6.36
H: 0.04 -1.42 -6.34
H: -0.92 -2.56 -5.29
H: 0.13 0.26 -4.45
H: -0.69 -0.92 -3.38
H: 1.65 -2.04 -4.94
H: 2.09 -0.75 -3.80
H: 0.70 -3.45 -3.27
H: 0.44 -2.15 -2.08
H: 2.19 -3.61 -1.29
H: 3.09 -3.49 -2.84
H: 2.76 -0.74 -1.85
H: 4.30 -1.68 -2.04
H: 2.61 -2.21 0.46
H: 3.68 -0.79 0.31
H: 4.60 -3.75 -0.16
H: 5.60 -2.23 -0.39
H: 4.45 -3.30 2.28
H: 6.18 -3.23 1.77
H: 4.47 2.16 4.39
H: 3.30 -0.14 5.83
H: 2.20 -0.82 4.58
H: 0.27 -0.19 5.59
H: 0.97 2.48 5.67
H: 1.45 2.08 7.37
H: -0.20 1.80 6.81
H: 1.72 -1.31 7.01
H: 6.69 1.21 3.25
H: 7.34 -0.79 2.00
C: -0.06 2.52 -2.56
O: 0.31 1.54 -1.60
C: 1.33 1.98 -0.72
C: 0.76 2.42 0.62
O: -0.05 3.57 0.49
C: -1.44 3.27 0.48
H: -1.01 2.21 -3.01
H: -0.20 3.50 -2.11
H: 0.70 2.57 -3.35
H: 1.91 2.79 -1.18
H: 2.00 1.13 -0.56
H: 1.59 2.68 1.28
H: 0.21 1.60 1.09
H: -1.78 3.05 1.50
H: -1.67 2.43 -0.17
H: -1.97 4.15 0.12
C: -6.00 -1.76 5.38
O: -5.29 -1.09 6.41
C: -4.28 -1.90 7.00
C: -2.91 -1.56 6.46
O: -2.79 -1.89 5.08
C: -2.93 -0.76 4.24
H: -6.55 -1.01 4.81
H: -5.33 -2.29 4.70
H: -6.71 -2.47 5.81
H: -4.50 -2.97 6.86
H: -4.30 -1.70 8.07
H: -2.16 -2.16 7.00
H: -2.67 -0.51 6.63
H: -2.01 -0.17 4.25
H: -3.78 -0.14 4.53
H: -3.09 -1.12 3.22

---

Q: What is the energy in the fourth record?
A: -1773.47137 hartree

---

Q: The lowest gap between HOMO and LUMO belongs to which entry?
A: C28H61N4O30

---

Q: What is the formula in the second record?
A: C28H60Br3FIN4O11P2S